# 1
Molecular formula: C28H49BN5P2Pt
Method: DFT, ωB97M-V/def2-TZVPD

XYZ file:
```
86
C28H49BN5P2Pt, DFT ωB97M-V/def2-TZVPD
Pt -0.568 -0.017 0.027
C 0.065 -4.203 -2.338
C -0.749 -2.995 -1.849
C -0.622 -1.901 -2.911
C -2.237 -3.357 -1.755
P -0.159 -2.296 -0.201
C 1.697 -2.425 -0.323
N 2.107 -1.129 -0.799
B 1.228 -0.009 -0.786
N 1.994 1.119 -1.195
C 1.485 2.462 -1.145
P -0.244 2.296 -0.481
C -1.359 2.622 -1.964
C -0.795 1.832 -3.149
C -1.481 4.084 -2.393
C -2.754 2.075 -1.626
C -0.353 3.689 0.760
C 0.518 3.316 1.965
C -1.804 3.825 1.238
C 0.158 5.029 0.217
C 3.305 0.693 -1.448
C 4.414 1.397 -1.868
C 5.607 0.694 -2.037
C 5.676 -0.672 -1.796
C 4.555 -1.387 -1.375
C 3.374 -0.695 -1.205
C -0.646 -3.441 1.202
C 0.164 -3.096 2.455
C -2.126 -3.192 1.539
C -0.421 -4.922 0.890
H -0.518 -4.723 -3.102
H 0.305 -4.927 -1.565
H 0.996 -3.886 -2.810
H -0.927 -2.323 -3.873
H 0.401 -1.533 -3.012
H -1.271 -1.061 -2.680
H -2.623 -3.506 -2.766
H -2.824 -2.560 -1.292
H -2.407 -4.280 -1.202
H 2.001 -3.233 -0.989
H 2.109 -2.645 0.665
H 1.468 2.956 -2.121
H 2.083 3.088 -0.477
H 0.129 2.264 -3.534
H -1.530 1.857 -3.957
H -0.604 0.797 -2.891
H -0.508 4.544 -2.576
H -2.024 4.688 -1.668
H -2.038 4.124 -3.332
H -2.702 1.028 -1.307
H -3.381 2.115 -2.520
H -3.249 2.649 -0.844
H 0.041 2.553 2.568
H 0.646 4.204 2.588
H 1.515 2.966 1.685
H -2.233 2.855 1.501
H -2.442 4.296 0.490
H -1.827 4.451 2.134
H 1.203 4.983 -0.090
H 0.095 5.759 1.028
H -0.427 5.413 -0.611
H 4.362 2.460 -2.066
H 6.492 1.223 -2.364
H 6.614 -1.192 -1.935
H 4.614 -2.452 -1.187
H 0.019 -2.065 2.758
H 1.231 -3.282 2.343
H -0.191 -3.735 3.266
H -2.342 -2.123 1.624
H -2.350 -3.652 2.504
H -2.804 -3.619 0.805
H 0.626 -5.139 0.668
H -1.034 -5.279 0.066
H -0.693 -5.503 1.775
N -2.904 0.224 5.477
C -1.803 0.187 4.688
C -1.901 0.233 3.279
N -0.827 0.229 2.516
C 0.370 0.180 3.115
C 0.456 0.126 4.491
N -0.614 0.123 5.281
H -3.825 0.135 5.091
H -2.781 0.085 6.465
H -2.870 0.273 2.793
H 1.247 0.180 2.480
H 1.422 0.077 4.979
```

The calculation puts the molar mass at 723.6 g mol⁻¹. For the HOMO energy, the calculation gives -10.189 eV. The value obtained for the electronic energy is -2196.95585 Ha. The calculation puts the LUMO energy at -2.5378 eV. Its max |F| is 1.2 eV Å⁻¹. The net charge is +1.

Computed Mulliken charges, given in elementary charges: Pt 4.90; C -2.05; C 2.43; C -2.07; C -1.99; P -0.24; C -1.32; N 0.43; B -2.97; N 0.67; C -1.71; P -0.24; C 2.02; C -2.40; C -2.04; C -1.62; C 2.07; C -1.55; C -1.97; C -1.73; C 0.30; C -0.76; C -0.80; C -0.83; C -0.83; C 0.33; C 2.62; C -2.25; C -1.80; C -1.96; H 0.51; H 0.31; H 0.43; H 0.76; H 0.19; H 0.36; H 0.54; H 0.32; H 0.39; H 0.62; H 0.41; H 0.48; H 0.85; H 0.31; H 0.66; H 0.35; H 0.37; H 0.36; H 0.53; H 0.14; H 0.54; H 0.26; H 0.24; H 0.60; H 0.24; H 0.29; H 0.30; H 0.51; H 0.29; H 0.55; H 0.38; H 0.49; H 0.42; H 0.41; H 0.50; H 0.61; H 0.36; H 0.65; H 0.22; H 0.52; H 0.33; H 0.36; H 0.36; H 0.50; N -0.43; C 0.20; C -0.79; N 1.04; C -0.91; C -0.51; N -0.60; H 0.20; H 0.26; H 0.15; H 0.49; H 0.43



# 2
Molecular formula: C28H49BrCdNOP3
Method: DFT, ωB97M-V/def2-TZVPD

XYZ file:
```
84
C28H49BrCdNOP3, DFT ωB97M-V/def2-TZVPD
N 5.148 -5.232 6.392
C 4.149 -4.473 6.796
C 3.480 -3.607 5.929
C 3.784 -3.607 4.544
C 4.734 -4.582 4.129
C 5.468 -5.262 5.114
C 3.065 -2.581 3.710
Cd 0.038 0.615 -0.015
P -3.935 -0.406 -3.670
C 2.527 -2.792 2.478
C 1.338 -2.176 2.006
C 0.740 -2.601 0.812
C -0.516 -2.142 0.415
C -1.180 -1.169 1.222
C -0.567 -0.720 2.438
C 0.657 -1.220 2.810
Br -2.929 -0.637 0.894
H 2.954 -1.594 4.211
H 2.925 -3.599 1.874
H 2.693 -2.976 6.331
H 4.918 -4.828 3.078
H 3.857 -4.536 7.834
H 6.321 -5.878 4.857
H 1.285 -3.357 0.242
H 1.114 -0.940 3.751
H -1.011 -2.575 -0.438
H -1.137 -0.095 3.081
P 1.427 1.193 -1.871
C -4.526 -1.136 -2.073
C -5.839 -1.917 -1.928
H -4.581 -0.245 -1.450
H -3.690 -1.754 -1.732
H -6.140 -1.868 -0.877
H -6.649 -1.503 -2.531
H -5.717 -2.976 -2.184
C -2.450 -1.382 -4.197
C -2.462 -1.850 -5.664
H -2.411 -2.251 -3.531
H -1.561 -0.767 -4.002
H -1.801 -2.718 -5.780
H -3.468 -2.146 -5.985
H -2.105 -1.066 -6.343
C -3.302 1.313 -3.404
C -4.272 2.399 -3.890
H -2.396 1.341 -4.028
H -2.976 1.465 -2.366
H -3.715 3.313 -4.141
H -4.789 2.054 -4.797
H -5.029 2.657 -3.135
C 1.363 2.904 -2.433
C 2.721 3.583 -2.587
H 0.726 3.458 -1.730
H 0.828 2.917 -3.394
H 3.122 3.915 -1.624
H 3.456 2.916 -3.049
H 2.641 4.471 -3.225
C 1.414 0.056 -3.275
C 2.133 -1.291 -3.087
H 1.799 0.563 -4.176
H 0.346 -0.144 -3.468
H 3.217 -1.157 -2.963
H 1.741 -1.839 -2.215
H 1.976 -1.932 -3.971
C 2.892 0.953 -0.763
C 2.877 1.883 0.490
H 3.836 1.056 -1.324
H 2.844 -0.095 -0.414
H 3.430 1.407 1.316
H 3.330 2.865 0.274
H 1.860 2.087 0.881
C -1.534 5.029 1.403
P -1.103 3.454 2.177
C -0.227 3.513 3.765
C -2.675 2.857 2.724
O -0.352 2.564 1.195
H -0.650 5.652 1.191
H -2.223 5.580 2.067
H -2.062 4.810 0.455
H -0.860 4.042 4.503
H -0.089 2.468 4.110
H 0.758 4.007 3.691
H -3.416 2.970 1.930
H -2.606 1.816 3.039
H -2.980 3.478 3.573
```

The calculation puts the molar mass at 700.9 g mol⁻¹. For the HOMO energy, the calculation gives -11.768 eV. The value obtained for the electronic energy is -4991.57272 Ha. The calculation puts the LUMO energy at -6.3536 eV. Its max |F| is 2.4 eV Å⁻¹. The net charge is +2.

Computed Mulliken charges, given in elementary charges: N -0.54; C -0.35; C -0.43; C 0.29; C -0.29; C -0.36; C -0.40; Cd 1.33; P -0.12; C -0.52; C 1.37; C -0.71; C 0.17; C -1.31; C -0.66; C -0.50; Br 0.09; H 0.55; H 0.33; H 0.35; H 0.32; H 0.37; H 0.37; H 0.42; H 0.33; H 0.54; H 0.56; P 0.34; C 0.25; C -1.34; H 0.23; H -0.11; H 0.33; H 0.36; H 0.34; C 1.16; C -1.32; H 0.40; H -1.30; H 0.38; H 0.37; H 0.35; C 0.06; C -1.30; H 0.22; H 0.02; H 0.36; H 0.38; H 0.32; C -0.44; C -1.19; H 0.30; H 0.45; H 0.28; H 0.32; H 0.39; C 0.65; C -1.22; H 0.56; H -0.77; H 0.36; H 0.19; H 0.43; C -0.83; C -0.51; H 0.56; H 0.39; H 0.30; H 0.27; H -0.17; C -1.15; P 0.70; C -1.05; C -1.13; O -0.62; H 0.35; H 0.40; H 0.36; H 0.40; H 0.30; H 0.35; H 0.34; H 0.26; H 0.43



# 3
Molecular formula: C28H49ClN7O4
Method: DFT, ωB97M-V/def2-TZVPD

XYZ file:
```
89
C28H49ClN7O4, DFT ωB97M-V/def2-TZVPD
Cl 22.163 -10.907 21.673
O 22.688 -11.938 20.791
O 21.410 -11.486 22.765
O 23.257 -10.140 22.210
O 21.294 -10.059 20.892
C 19.768 -6.411 21.244
C 20.095 -6.805 22.672
C 21.407 -6.204 23.152
C 22.518 -6.451 22.240
N 23.340 -6.618 21.475
H 20.422 -6.923 20.537
H 19.965 -5.342 21.091
H 18.734 -6.635 20.987
H 20.196 -7.889 22.711
H 19.273 -6.517 23.330
H 21.654 -6.563 24.156
H 21.334 -5.114 23.275
C 20.586 -11.631 27.834
C 20.102 -12.942 27.194
C 19.761 -12.791 25.717
C 18.408 -12.287 25.522
N 17.339 -11.866 25.391
H 21.011 -11.811 28.821
H 19.779 -10.899 27.915
H 21.348 -11.164 27.204
H 19.194 -13.275 27.705
H 20.866 -13.704 27.348
H 19.787 -13.793 25.279
H 20.492 -12.181 25.187
C 27.074 -9.593 24.603
C 26.473 -10.729 23.780
C 26.774 -10.649 22.279
C 26.265 -9.413 21.675
N 25.864 -8.452 21.212
H 26.857 -8.617 24.157
H 28.156 -9.681 24.715
H 26.610 -9.572 25.593
H 25.386 -10.739 23.906
H 26.830 -11.689 24.167
H 26.337 -11.508 21.771
H 27.860 -10.632 22.112
C 20.113 -9.064 17.543
C 21.247 -9.529 16.643
C 22.416 -10.094 17.450
C 23.094 -9.073 18.241
N 23.590 -8.251 18.873
H 19.648 -9.926 18.036
H 19.315 -8.548 17.001
H 20.425 -8.364 18.317
H 21.616 -8.679 16.057
H 20.894 -10.281 15.935
H 23.097 -10.696 16.849
H 22.008 -10.788 18.199
C 20.260 -15.541 19.510
C 21.139 -14.590 18.712
C 20.536 -13.200 18.505
C 19.160 -13.150 18.024
N 18.085 -13.129 17.647
H 19.277 -15.602 19.044
H 20.157 -15.170 20.536
H 20.683 -16.541 19.595
H 21.364 -15.079 17.758
H 22.111 -14.431 19.179
H 21.226 -12.656 17.867
H 20.538 -12.734 19.499
C 24.867 -15.509 20.217
C 25.356 -14.066 20.005
C 24.829 -13.424 18.712
C 24.507 -14.390 17.647
N 24.177 -15.114 16.809
H 25.054 -15.814 21.247
H 25.371 -16.196 19.538
H 23.793 -15.583 20.039
H 26.444 -14.051 19.954
H 24.986 -13.465 20.834
H 25.576 -12.740 18.312
H 23.904 -12.875 18.911
C 23.048 -8.946 25.770
C 23.070 -7.683 26.619
C 24.426 -6.963 26.592
C 24.768 -6.480 25.257
N 25.022 -6.140 24.204
H 22.028 -9.312 25.677
H 23.696 -9.708 26.214
H 23.432 -8.751 24.769
H 22.820 -7.886 27.665
H 22.301 -6.992 26.262
H 25.215 -7.641 26.934
H 24.442 -6.136 27.306
```

The calculation puts the molar mass at 583.2 g mol⁻¹. For the HOMO energy, the calculation gives -6.889 eV. The value obtained for the electronic energy is -2240.51630 Ha. The calculation puts the LUMO energy at 2.3188 eV. Its max |F| is 1.9 eV Å⁻¹. The net charge is -1.

Computed Mulliken charges, given in elementary charges: Cl 1.04; O -0.64; O -0.60; O -0.37; O -0.52; C -1.08; C -0.32; C 0.43; C 0.20; N -0.33; H 0.09; H 0.35; H 0.38; H 0.16; H 0.35; H -0.65; H 0.40; C -0.88; C -0.55; C 0.19; C 0.19; N -0.50; H 0.39; H 0.33; H 0.04; H 0.33; H 0.32; H 0.26; H -0.06; C -1.19; C -0.04; C 0.13; C 0.13; N -0.39; H 0.28; H 0.38; H 0.25; H -0.09; H 0.42; H -0.34; H 0.44; C -0.74; C -0.66; C 1.00; C -0.10; N -0.42; H 0.17; H 0.40; H 0.04; H 0.33; H 0.36; H 0.49; H -0.87; C -1.48; C 0.35; C 0.65; C 0.03; N -0.57; H 0.45; H 0.30; H 0.43; H 0.37; H -0.54; H -0.02; H -0.03; C -1.36; C 0.04; C 0.72; C -0.06; N -0.58; H 0.41; H 0.40; H 0.22; H 0.44; H -0.12; H 0.55; H -0.50; C -0.62; C -0.56; C -0.43; C 0.22; N -0.44; H 0.11; H 0.44; H 0.07; H 0.38; H 0.20; H 0.23; H 0.37



The highest LUMO belongs to which entry?
C28H49ClN7O4



Look up the electronic energy of the first one.
-2196.95585 Ha



Among the records above, which one has the lowest net charge?
C28H49ClN7O4



Among the records above, which one has the highest electronic energy?
C28H49BN5P2Pt